[1]
96
Properties=species:S:1:pos:R:3:forces:R:3 method="wB97M-V/def2-TZVPD" gap_ev=7.793 spin_multiplicity=1 e_above_lowest_kj_mol=57.2 charge=0
C 2.125172 -2.007727 -2.915356 0.10 0.04 -0.14
C -0.413858 -2.722470 -5.607277 -0.12 0.03 0.01
C -6.706134 7.444368 3.532690 -0.03 0.11 -0.10
H 1.373916 2.143380 -0.068437 0.20 0.01 0.55
Br 0.169319 4.695394 2.548404 0.46 0.07 0.49
H -0.796831 -5.406524 -1.347193 0.02 0.05 -0.01
H -7.468541 8.222914 3.469366 0.01 -0.02 0.07
H -4.074313 6.394644 3.880434 -0.01 -0.03 -0.01
H -0.455358 -1.035308 -2.540229 0.02 0.00 0.00
C -5.242233 5.884937 2.140844 0.03 -0.02 -0.11
C 3.344497 3.394768 4.542049 0.05 0.35 0.27
H -0.777032 -1.964746 -7.598659 -0.04 0.05 0.00
H -2.129091 6.363370 0.654590 -0.03 -0.01 -0.02
H -0.822265 -3.704936 -5.861345 0.06 -0.01 0.02
H 2.413040 6.299449 3.213520 0.60 0.33 0.08
C 1.497449 1.642194 0.910842 -0.05 -0.76 -0.74
H -1.156783 -7.935152 -2.467213 0.01 0.03 -0.01
H -2.208525 8.112803 0.423490 0.01 -0.06 -0.06
H -1.404957 -7.900574 -4.199295 -0.02 0.03 0.05
C -0.167807 -1.121250 -3.594296 -0.02 0.09 -0.11
C 4.527003 -0.774844 1.491699 -0.15 0.23 -0.98
H -2.084718 -1.632735 -6.460027 0.02 0.04 0.02
C 3.711872 0.771468 3.375950 0.35 -0.02 0.37
H -0.251110 -5.878785 -3.560422 0.02 0.00 0.00
H -0.152309 -5.418224 0.292427 -0.03 0.06 -0.03
C 1.348300 -0.962596 -3.707669 -0.07 -0.03 0.16
C -0.635072 -7.986673 -3.427272 0.08 -0.02 -0.10
H 0.973831 -0.118667 -0.285151 0.16 0.14 0.41
H 0.246921 -0.645730 3.070608 -0.44 -0.05 0.00
H -0.948216 1.203963 1.362325 -0.05 -0.43 0.08
H -0.362665 -3.269006 -3.532035 0.00 0.02 0.01
C -2.767036 7.242345 0.772739 -0.01 0.15 0.02
C -0.999006 -1.690749 -6.565699 0.11 -0.07 -0.07
Cl 3.084720 4.964828 5.306815 0.03 -0.82 -0.16
C -0.729546 -2.435487 -4.140097 0.04 -0.10 0.09
H 1.619040 0.029721 -3.334285 0.00 0.00 -0.06
N 4.525700 0.179635 5.637016 0.08 -0.75 0.05
H 0.693044 -4.521661 -0.974945 -0.04 0.01 -0.05
H 1.936888 -3.017694 -3.286029 -0.02 0.00 0.04
H 1.531151 -0.458151 1.364755 -0.51 0.11 -0.16
O 3.849997 -1.583148 0.602784 0.22 0.15 1.15
H -0.647918 -0.280818 -4.104717 -0.02 -0.02 0.01
H 0.943458 2.248866 1.651716 0.24 -0.49 -0.22
H 4.566220 -1.178055 3.623822 -0.18 0.22 -0.39
H 2.101838 -7.594983 -2.635630 -0.01 0.01 -0.02
O 5.512278 -0.209592 1.103976 -0.42 -0.25 0.70
H 2.930000 -1.171894 2.949618 0.45 0.13 -0.08
H -1.237234 -0.283026 0.425361 0.18 0.22 0.42
H -5.672746 5.014727 2.647638 -0.01 0.02 -0.01
H -1.816859 -2.425160 -4.007757 0.01 -0.01 -0.02
C 1.435833 -6.734403 -2.522995 0.04 -0.10 -0.01
H 0.794287 -6.854822 -4.563512 -0.02 -0.01 0.01
H 0.667361 -2.791926 -5.757633 -0.01 -0.01 0.03
C 0.887812 0.206086 0.767233 -0.55 0.70 -0.16
C 3.876510 2.359532 5.396423 -0.16 -0.89 -1.67
C 0.044425 -9.344512 -3.568597 -0.13 -0.02 0.08
H 3.112558 -1.984619 1.085623 0.05 0.00 -0.34
H 1.658969 -0.989898 -4.755839 -0.04 0.01 0.00
H -7.130780 6.603329 4.085457 0.04 0.01 0.02
H -3.636776 7.127199 0.123483 0.02 -0.03 -0.01
N 4.224694 2.394536 6.662131 0.09 -0.22 0.52
H -5.871389 7.847802 4.108388 -0.02 -0.03 0.02
C 0.125307 -5.431618 -0.763675 -0.02 -0.10 0.11
H -5.060511 5.569310 1.109082 0.02 0.00 0.02
C -0.717939 -0.680333 2.541194 -0.53 0.90 -0.70
H -0.583108 -0.696698 -6.392678 -0.04 0.00 0.00
C 3.234078 1.800239 2.612819 0.38 0.28 0.64
C 3.912175 -0.661455 2.899059 -0.13 0.05 -0.07
S 4.720450 0.889599 7.076283 -0.42 0.88 -1.29
H 0.384709 -7.569637 -0.820530 0.02 -0.01 -0.03
H 1.856661 -1.972177 -1.856568 0.01 -0.04 0.00
O 3.010958 5.961291 2.523712 -1.26 -1.12 0.39
C 3.050896 3.151351 3.225082 -0.56 0.26 0.64
H -1.504203 -0.226652 3.169943 0.32 -0.58 -0.03
H 2.049740 -5.851665 -2.731476 0.00 0.00 0.03
C -6.272739 7.013396 2.135598 -0.04 -0.09 0.08
H 0.787855 -9.507905 -2.786522 0.02 -0.01 -0.03
H -0.692480 -10.146300 -3.494358 0.06 -0.03 -0.02
C -3.171828 7.427894 2.230579 0.08 -0.13 -0.03
H -3.777650 8.332890 2.331044 -0.02 -0.02 0.03
C 4.045405 1.044328 4.756714 -0.03 1.01 0.99
C -0.615025 0.162713 1.221679 1.07 -0.58 0.12
C -3.909870 6.222421 2.812538 -0.03 0.06 0.12
H 3.197291 -1.821655 -2.996289 -0.01 -0.06 0.09
P 2.390111 4.488395 2.086584 0.86 -0.04 -1.56
C 0.327019 -6.808437 -3.574069 -0.07 0.10 0.01
H -0.973201 -1.719107 2.281695 0.13 0.32 0.34
N 2.933208 1.525916 1.246995 -0.42 0.59 0.12
H -7.154962 6.671200 1.587237 0.03 0.03 -0.04
H -5.887772 7.878043 1.587461 0.02 -0.03 -0.01
C 0.956341 -6.672192 -1.073341 0.07 0.12 -0.03
H 0.539765 -9.433003 -4.538097 0.04 0.00 0.03
H 3.531113 2.038378 0.607723 -0.07 0.02 0.15
H 1.834344 -6.674864 -0.420905 -0.02 -0.05 -0.01
H -2.267871 7.597303 2.823195 -0.04 0.03 0.02
H -3.259264 5.343315 2.747687 0.01 0.02 0.00

---

[2]
105
Properties=species:S:1:pos:R:3:forces:R:3 method="wB97M-V/def2-TZVPD" smiles="CCOP(=O)(CCC1=C(OC[C@@H](C)O)C(=O)C(C[C@H](O)C(F)(F)F)=C(O)C1=O)OCC.COCCNCCOC.COCCNCCOC" gap_ev=7.670 spin_multiplicity=1 charge=0
H -2.090055 3.417160 -2.098959 -0.10 0.20 -0.09
C 4.020010 1.097864 -5.559635 -0.02 0.34 0.42
O -1.097631 -5.695616 6.104282 -0.01 -0.13 0.17
H -3.348996 -9.544209 6.919915 0.00 -0.09 -0.02
C 5.377692 1.388520 -4.926048 -0.02 -0.09 0.04
H -1.596362 -3.399359 5.587484 0.02 -0.13 0.02
O 0.098810 1.682880 -0.256545 0.17 0.33 0.20
O -2.880373 6.180107 -6.688334 -0.12 0.06 0.02
O -3.226325 6.724683 -4.210803 0.21 -0.04 -0.24
C -0.345261 -1.082245 1.134172 -0.15 -0.13 -0.16
H -2.213688 3.140974 -0.343345 -0.13 0.19 0.15
C 0.165098 -6.323356 6.245609 0.21 0.10 -0.14
C -1.776171 2.791838 -1.269187 0.20 -0.11 0.10
H -0.900085 -1.830449 1.706497 0.08 0.02 0.12
C -0.903858 8.906332 -4.871340 -0.06 0.52 0.28
H -1.387903 -3.517460 3.826932 -0.01 -0.11 0.08
H 2.684807 -2.379017 4.353516 0.02 0.00 -0.01
H -2.537111 -2.352202 4.510853 0.04 0.06 -0.04
P -2.259581 6.743697 -5.483146 0.00 -0.47 -0.98
H -4.347569 -9.260227 8.357037 0.02 0.03 0.02
H -4.741152 6.954130 -2.364558 -0.06 0.23 0.28
H 0.124924 3.637628 -0.715606 0.21 0.24 -0.04
O -1.812233 8.254639 -5.770675 0.16 -0.36 0.68
N 1.366092 -3.190587 2.955459 0.05 0.14 -0.02
C 1.211829 3.529175 -4.367979 0.21 -0.15 -0.34
C 2.307061 2.465112 -6.728121 0.16 -0.08 0.47
H 1.654261 -1.167624 3.572428 0.06 0.05 0.08
H 4.205665 0.711587 -6.552996 -0.08 0.06 -0.34
H -2.681179 -5.079903 7.219602 0.04 0.01 -0.01
C 6.093670 2.575761 -5.552163 0.75 0.19 0.06
H -0.661571 9.849382 -5.343831 0.05 0.14 -0.26
H -4.784108 7.942413 -4.810919 0.05 0.22 -0.20
H -6.310488 7.206070 -3.153534 -0.28 0.03 0.02
C 1.930556 -1.793744 0.885531 0.22 0.00 -0.12
H -0.132545 -7.727378 4.677795 0.04 0.03 -0.02
F 6.294128 2.362483 -6.879550 -0.18 0.25 0.80
C 2.997741 2.207110 -5.598823 -0.13 -0.01 -0.78
C -5.380592 6.657555 -3.187252 0.69 -0.14 -0.33
H -0.306394 1.928536 -3.143519 -0.08 -0.13 -0.19
H 0.033129 8.365440 -4.772994 0.04 -0.35 -0.15
H -1.259157 4.374585 -6.487534 -0.14 -0.05 -0.21
H 2.182625 -0.883087 1.440637 -0.09 -0.01 0.08
C -1.125614 -9.918548 8.500694 0.13 0.03 0.22
H -1.285446 -10.847636 7.946787 -0.03 0.03 -0.08
H -1.530108 -8.502640 6.402822 -0.04 -0.01 -0.01
C -0.141154 -9.022657 7.781194 -0.13 0.09 -0.15
C 1.264392 3.554794 -6.770399 0.22 0.30 -0.67
F 7.322922 2.719551 -4.963189 -0.82 0.03 -0.55
H -2.138778 1.779451 -1.425942 -0.15 -0.15 -0.20
O -0.593426 -1.803321 4.718882 -0.07 -0.17 -0.08
H 1.038315 -1.587283 5.911715 0.00 -0.02 0.01
O 0.696641 3.731006 -3.127081 -0.25 0.13 -0.27
H 0.513457 -6.248531 7.282579 -0.10 -0.07 0.05
C -0.821109 5.801993 -4.921721 -0.32 0.31 -0.05
H -2.655619 -6.814531 6.923006 0.04 -0.07 0.10
H -4.965910 6.234541 -5.246917 0.16 -0.05 -0.40
H 1.863607 -3.910030 1.085196 0.04 0.00 -0.03
H 0.839336 -9.507358 7.772753 0.02 0.01 -0.01
H 3.602055 0.279687 -4.976016 0.01 -0.19 0.12
H 3.190328 -3.154405 1.951925 0.02 0.04 0.01
H -1.529919 -6.094225 8.107082 0.02 -0.07 0.01
H 2.339583 0.881511 -7.786324 0.14 -0.36 -0.01
C -4.626846 6.920850 -4.485138 -0.54 0.12 0.83
H 2.629597 -1.847613 0.046641 -0.02 0.00 -0.01
H 0.379864 -3.139051 2.738394 -0.04 -0.03 0.01
C 2.642760 3.046497 -4.421627 0.01 0.22 0.21
H 0.102724 0.850686 -0.731375 -0.02 -0.35 -0.06
H -1.060414 -0.585152 0.479701 -0.03 0.02 0.03
H -0.709945 -10.177892 9.478368 -0.01 -0.02 0.00
C 0.218109 -7.750494 5.712116 -0.15 -0.14 -0.07
H 1.264366 -8.069989 5.683086 0.02 0.01 0.04
C -2.025423 -5.949333 7.144481 -0.09 0.15 -0.16
H -3.558476 -10.830347 8.136755 0.00 -0.02 -0.05
H 1.284161 1.890373 -2.357343 0.27 0.02 -0.05
C 0.553488 3.804707 -5.498098 -0.27 0.07 0.53
C 1.677341 -2.191123 3.970256 -0.12 -0.08 -0.15
H 0.086324 6.289690 -5.256732 0.13 0.25 -0.13
H -0.671840 9.635269 -2.904125 0.14 0.12 0.12
O -2.356495 -9.244554 8.732916 -0.08 -0.05 -0.16
O 3.408694 3.392604 -3.549018 -0.24 -0.32 -0.13
H -1.413379 3.738476 -4.829159 -0.44 -0.10 -0.05
H -2.248099 9.960506 -3.577353 -0.36 -0.04 0.09
H -0.053060 -8.095880 8.364388 0.07 -0.05 0.09
H 6.023674 0.543966 -5.157303 0.10 -0.16 -0.17
O 0.643313 -1.674586 0.305405 -0.05 0.13 0.05
H 0.640579 -3.267105 5.529512 -0.04 -0.06 -0.06
C -1.474039 9.207105 -3.498563 0.34 0.14 -0.14
H -0.810014 5.794906 -3.838135 0.14 -0.05 0.24
H 0.079352 -0.335144 1.806405 0.02 -0.02 0.05
C -1.569634 -2.830728 4.660416 -0.06 0.28 -0.06
C -0.263132 2.726896 -1.153916 -0.30 -0.35 0.05
C 2.125830 -3.057254 1.716266 -0.13 -0.16 0.06
O 5.307424 1.453473 -3.527898 0.34 -0.18 -0.01
C 0.382647 2.483257 -2.505610 0.14 0.06 0.30
N -0.556555 -8.775217 6.406551 0.05 0.09 0.11
H 0.858250 -5.730661 5.641454 -0.02 0.01 -0.01
H -5.552362 5.592765 -3.090153 -0.23 -0.19 0.14
C -3.448139 -9.751978 7.990885 0.02 0.07 0.09
C -0.840943 4.377314 -5.492133 0.68 0.07 0.35
C 0.692855 -2.255654 5.117287 0.11 0.22 0.15
H -1.825717 8.328759 -2.974103 -0.20 -0.14 0.02
O 2.479588 1.819425 -7.913975 -0.09 0.44 0.00
F 5.447521 3.749791 -5.399430 0.38 -0.50 -0.24
O 1.033010 4.158452 -7.796972 -0.11 -0.41 0.55
H 5.451772 2.353422 -3.230517 -0.30 0.27 0.13

---

Number 1: energy -5340.4693 Eh, LUMO level -0.04938 Ha, HOMO -9.14 eV. Number 2: energy -2905.2291 Eh, LUMO level -0.03808 Ha, HOMO -8.71 eV.